{"formula": "C3H3NO", "method": "wB97M-V/def2-TZVPD", "species": ["C", "C", "C", "H", "H", "H", "N", "O"], "positions_angstrom": [[0.4136, -0.2930, 0.0423], [0.5146, 1.0499, -0.5188], [0.2923, 2.1223, -1.0305], [-1.5514, -2.2484, 1.3985], [1.3217, -0.6686, 0.6374], [0.2705, 3.0427, -1.6305], [-0.6817, -0.8737, 0.1919], [-0.5795, -2.1311, 0.9097]], "forces_ev_per_angstrom": [[3.050, 0.540, 2.114], [-1.347, -0.392, -0.484], [0.750, 0.219, -0.581], [3.721, 0.719, -2.256], [-1.095, 0.279, -1.240], [-0.084, -0.927, 0.879], [-2.031, -1.426, 0.353], [-2.965, 0.987, 1.215]], "mulliken_charge": [-0.164, -0.232, 0.052, 0.367, 0.313, 0.375, -0.323, -0.389], "energy_ha": -245.94773, "smiles": "C#C/C=N/O", "relative_energy_kcal_mol": 90.24, "charge": 0, "homo_lumo_gap_ev": 10.509, "mol_weight_g_mol": 69.1}

{"formula": "C3H3NO", "method": "wB97M-V/def2-TZVPD", "species": ["C", "C", "C", "N", "O", "H", "H", "H"], "positions_angstrom": [[0.0368, -0.3580, -0.3448], [-0.0167, -1.3732, 0.7227], [-0.1206, 1.0507, -0.0392], [0.2918, -1.0452, -1.3287], [0.1747, -2.4997, 0.9372], [0.4908, 1.2798, 0.8289], [-1.1976, 1.4419, 0.1842], [0.3407, 1.5038, -0.9602]], "forces_ev_per_angstrom": [[-0.217, 0.376, -2.674], [0.684, -4.496, 0.934], [-0.809, 2.119, -0.485], [-0.274, 0.577, 1.096], [-0.573, 1.836, 0.622], [0.080, 0.238, 0.116], [1.874, -0.939, -0.657], [-0.765, 0.288, 1.048]], "mulliken_charge": [0.456, 0.492, -0.967, -0.548, -0.289, 0.308, 0.262, 0.286], "energy_ha": -245.99431, "relative_energy_kcal_mol": 61.02, "charge": 0, "homo_lumo_gap_ev": [8.721, 8.728], "mol_weight_g_mol": 69.1}

{"formula": "C3H3NO", "method": "wB97M-V/def2-TZVPD", "species": ["O", "C", "C", "C", "N", "H", "H", "H"], "positions_angstrom": [[-1.8071, 0.7532, 0.2055], [-1.1729, -0.2299, 0.1458], [-0.4823, -1.3418, 0.0999], [1.2928, 1.5018, -0.1984], [2.0603, 0.6670, -0.4003], [0.5571, 2.2589, -0.0065], [0.4915, -1.3862, -0.3727], [-0.9395, -2.2229, 0.5268]], "forces_ev_per_angstrom": [[0.652, -0.786, -0.080], [-0.411, 0.440, 0.034], [-0.166, 0.037, -0.040], [0.533, -0.458, -0.128], [-0.592, 0.725, 0.132], [0.155, -0.103, -0.029], [-0.198, 0.133, 0.115], [0.026, 0.013, -0.004]], "mulliken_charge": [-0.384, 0.735, -0.881, 0.087, -0.384, 0.294, 0.292, 0.240], "energy_ha": -246.04665, "smiles": "C=C=O.C#N", "relative_energy_kcal_mol": 28.17, "charge": 0, "homo_lumo_gap_ev": 10.299, "mol_weight_g_mol": 69.1}

{"formula": "C3H3NO", "method": "wB97M-V/def2-TZVPD", "species": ["C", "C", "C", "H", "H", "H", "N", "O"], "positions_angstrom": [[-0.0378, -0.1989, 0.4289], [0.4244, -0.7636, -0.8190], [0.8024, -1.2778, -1.8572], [-1.0970, 2.3672, 1.5204], [0.0628, -0.7985, 1.3500], [1.2184, -1.7584, -2.7082], [-0.4998, 1.0055, 0.4212], [-0.8736, 1.4246, 1.6641]], "forces_ev_per_angstrom": [[-0.059, 0.655, -0.157], [0.282, -0.631, -1.270], [-0.462, 0.789, 1.979], [0.100, -0.779, 0.153], [-0.161, 0.387, -0.405], [-0.088, 0.041, -0.128], [0.608, -1.261, -0.514], [-0.220, 0.797, 0.342]], "mulliken_charge": [-0.470, -0.336, 0.347, 0.383, 0.366, 0.402, -0.337, -0.355], "energy_ha": -245.97442, "smiles": "C#C/C=N/O", "relative_energy_kcal_mol": 73.50, "charge": 0, "homo_lumo_gap_ev": 10.165, "mol_weight_g_mol": 69.1}

{"formula": "C3H3NO", "method": "wB97M-V/def2-TZVPD", "species": ["C", "C", "C", "N", "O", "H", "H", "H"], "positions_angstrom": [[-1.1653, -1.2467, 0.6492], [2.4479, 1.2278, 0.4426], [-1.2371, -0.8714, -0.4755], [2.6571, 0.1302, 0.1240], [2.8056, -0.9142, -0.3932], [-1.2474, -1.7459, 1.5552], [2.2089, 2.0531, 1.2102], [-1.0996, -0.5104, -1.5336]], "forces_ev_per_angstrom": [[-0.337, -0.267, -0.108], [-0.428, 1.772, 2.237], [0.751, 1.183, -2.994], [-0.675, 1.803, 0.064], [0.467, -1.648, -0.441], [0.068, -0.289, 1.143], [0.614, -1.940, -1.869], [-0.460, -0.613, 1.967]], "mulliken_charge": [-0.357, -0.195, -0.362, 0.485, -0.582, 0.386, 0.288, 0.336], "energy_ha": -245.90533, "smiles": "C#[N+][O-].C#C", "relative_energy_kcal_mol": 116.85, "charge": 0, "homo_lumo_gap_ev": 11.043, "mol_weight_g_mol": 69.1}

{"formula": "C3H3NO", "method": "wB97M-V/def2-TZVPD", "species": ["O", "C", "C", "C", "N", "H", "H", "H"], "positions_angstrom": [[0.4838, -1.0404, -0.4074], [1.2522, -0.0045, 0.0603], [0.5844, 1.1002, 0.5382], [-0.7205, 0.6361, 0.3317], [-0.7770, -0.6183, -0.1629], [2.3044, -0.2585, -0.0203], [-1.4386, -0.9067, -0.8715], [-1.6887, 1.0920, 0.5320]], "forces_ev_per_angstrom": [[0.157, 0.124, -0.085], [0.191, 0.052, 0.025], [0.021, -0.259, 0.054], [-0.089, 0.027, 0.086], [-0.358, 0.284, -0.221], [-0.154, 0.072, 0.046], [0.000, -0.366, 0.152], [0.232, 0.065, -0.056]], "mulliken_charge": [-0.230, 0.011, -0.694, -0.116, 0.020, 0.378, 0.267, 0.365], "energy_ha": -245.95317, "smiles": "C1=CNOC=1", "relative_energy_kcal_mol": 86.83, "charge": 0, "homo_lumo_gap_ev": 8.552, "mol_weight_g_mol": 69.1}

{"formula": "C3H3NO", "method": "wB97M-V/def2-TZVPD", "species": ["O", "C", "C", "N", "C", "H", "H", "H"], "positions_angstrom": [[-0.5772, -0.8176, 0.3102], [0.7843, -0.4017, 0.3855], [0.8973, 0.9924, -0.0191], [-0.3986, 1.2660, -0.5101], [-1.1504, 0.2451, -0.2384], [1.3505, -0.9605, 1.1268], [1.3103, -0.4830, -0.6192], [-2.2162, 0.1594, -0.4358]], "forces_ev_per_angstrom": [[0.034, 0.076, -0.264], [0.356, 0.133, -0.024], [-0.301, 0.144, 0.209], [-0.086, 0.006, 0.254], [0.030, -0.006, -0.084], [-0.112, 0.307, -0.056], [-0.110, -0.695, -0.077], [0.189, 0.034, 0.041]], "mulliken_charge": [-0.304, 0.024, -0.505, -0.374, 0.160, 0.404, 0.215, 0.379], "energy_ha": -245.97634, "relative_energy_kcal_mol": 72.29, "charge": 0, "homo_lumo_gap_ev": 9.036, "mol_weight_g_mol": 69.1}

{"formula": "C3H3NO", "method": "wB97M-V/def2-TZVPD", "species": ["C", "C", "C", "H", "H", "H", "N", "O"], "positions_angstrom": [[0.3723, -0.1150, -0.4450], [-1.0577, 0.0011, -0.5129], [-2.2818, 0.1787, -0.4367], [2.4888, 0.2536, 1.5660], [0.7799, -0.6483, -1.3078], [-3.3408, 0.2524, -0.2903], [0.8772, 0.2339, 0.6569], [2.1621, -0.1564, 0.7698]], "forces_ev_per_angstrom": [[-1.842, -0.731, -0.889], [-3.973, 1.269, 0.396], [3.526, -0.743, -0.173], [0.032, 0.232, 0.470], [0.848, 0.168, 0.554], [0.288, 0.017, -0.197], [-0.122, 0.097, 0.396], [1.242, -0.310, -0.556]], "mulliken_charge": [-0.304, -0.126, 0.034, 0.374, 0.338, 0.381, -0.360, -0.338], "energy_ha": -245.96507, "smiles": "C#C/C=N/O", "relative_energy_kcal_mol": 79.36, "charge": 0, "homo_lumo_gap_ev": 10.113, "mol_weight_g_mol": 69.1}

{"formula": "C3H3NO", "method": "wB97M-V/def2-TZVPD", "species": ["C", "C", "C", "N", "O", "H", "H", "H"], "positions_angstrom": [[0.9709, 0.3682, -0.8053], [-0.8116, -0.6542, 0.4703], [0.0691, 0.5554, 0.3287], [0.1499, 1.2957, -0.9743], [-1.4913, -0.9554, 1.3981], [1.7771, -0.2502, -1.2330], [-0.8243, -1.4296, -0.4158], [0.1601, 1.0700, 1.2312]], "forces_ev_per_angstrom": [[1.163, 0.481, 1.447], [3.126, 0.616, -6.554], [-0.010, -2.485, -1.415], [-0.661, 0.034, -1.208], [-3.825, -1.493, 5.341], [-0.568, 0.592, -0.079], [0.013, 1.346, 1.294], [0.763, 0.910, 1.176]], "lowdin_spin": [0.093, 0.612, 0.164, 0.084, 0.901, 0.014, 0.127, 0.004], "multiplicity": 3, "energy_ha": -245.86793, "relative_energy_kcal_mol": 51.05, "charge": 0, "s2": 2.0099, "homo_lumo_gap_ev": [7.160, 7.570], "mol_weight_g_mol": 69.1}

{"formula": "C3H3NO2", "method": "wB97M-V/def2-TZVPD", "species": ["C", "C", "C", "N", "O", "O", "H", "H", "H"], "positions_angstrom": [[-1.2985, 0.7491, 0.0932], [0.9562, -1.0150, 0.3107], [0.7517, -0.4939, -0.8630], [-0.8884, 0.9294, 1.2180], [-1.9273, 0.6012, -0.8748], [1.0363, -1.4227, 1.3798], [1.0605, 0.5181, -1.0579], [0.3518, -0.9283, -1.7503], [-0.0423, 1.0621, 1.5443]], "forces_ev_per_angstrom": [[-0.627, 0.320, 0.869], [-0.373, -0.113, -1.004], [0.728, 0.599, -0.780], [-5.222, -0.512, -2.175], [0.139, 0.028, -0.152], [0.379, -0.412, 0.965], [0.315, 0.270, 0.391], [-0.243, -0.907, 0.045], [4.904, 0.727, 1.841]], "mulliken_charge": [0.760, 0.903, -1.309, -0.533, -0.427, -0.333, 0.374, 0.314, 0.252], "energy_ha": -321.29999, "smiles": "C=C=O.N=C=O", "relative_energy_kcal_mol": 48.73, "charge": 0, "homo_lumo_gap_ev": 10.234, "mol_weight_g_mol": 85.1}